This record from the OMol25 dataset describes a molecular structure, C28H42Cl2CoNPS. The level of theory is ωB97M-V/def2-TZVPD.

Properties
gap between HOMO and LUMO (alpha / beta)	5.44 / 7.54	eV
2S+1	5
charge	-1

Last column: Mulliken charge in e.
Geometry (Å):
P  0.16239  0.93743  0.66376  0.171
C  -0.94781  2.08306  -0.33524  0.032
C  -0.70427  3.60217  -0.30136  -0.185
C  -1.83865  4.34655  -1.02409  -1.005
C  -1.99172  3.86112  -2.47119  -0.650
C  -2.20184  2.34236  -2.52479  -0.855
C  -1.07501  1.60009  -1.79191  -0.334
C  1.86961  0.97304  -0.11481  0.409
C  2.46958  2.31778  -0.55228  -0.490
C  3.94033  2.15193  -0.96705  -0.942
C  4.08563  1.10921  -2.08320  -0.656
C  3.46452  -0.23254  -1.67277  -0.905
C  1.99821  -0.06477  -1.24772  -0.805
C  0.44031  1.96554  2.20580  0.057
C  -0.90493  2.16908  2.92938  -0.803
C  -0.73701  2.96557  4.23090  -0.816
C  0.27255  2.29168  5.16747  -0.731
C  1.61558  2.08094  4.45870  -0.796
C  1.44477  1.28691  3.15492  -0.782
H  -1.92749  1.90482  0.13756  0.529
H  0.24779  3.83821  -0.78901  0.045
H  -0.62898  3.96110  0.73064  0.201
H  -1.65132  5.42743  -1.00219  0.377
H  -2.78069  4.17544  -0.48311  0.382
H  -2.82534  4.37891  -2.96124  0.388
H  -1.08264  4.11862  -3.03411  0.306
H  -3.16181  2.09168  -2.05133  0.357
H  -2.26130  2.00221  -3.56607  0.388
H  -1.24847  0.51745  -1.81728  -0.126
H  -0.12801  1.78484  -2.31659  0.196
H  2.48923  0.59303  0.71339  0.367
H  4.52507  1.83206  -0.09242  0.352
H  2.38438  3.06061  0.24932  0.220
H  1.90267  2.70347  -1.40940  0.186
H  4.35213  3.11632  -1.29003  0.388
H  5.14265  0.97595  -2.34429  0.387
H  3.57933  1.47886  -2.98675  0.291
H  3.53765  -0.95349  -2.49652  0.402
H  4.03438  -0.65183  -0.83071  0.362
H  1.58025  -1.02347  -0.92002  0.176
H  1.40792  0.25846  -2.11458  0.220
H  0.84129  2.95168  1.92918  0.289
H  -1.61982  2.67890  2.27374  0.303
H  -1.33350  1.18212  3.15532  0.366
H  -0.38683  3.97972  3.98974  0.314
H  -1.70813  3.07463  4.72930  0.372
H  -0.12511  1.31684  5.48425  0.328
H  0.41015  2.89037  6.07623  0.368
H  2.31987  1.56172  5.12023  0.393
H  2.05927  3.06004  4.22668  0.320
H  2.41971  1.17705  2.66735  0.258
H  1.08807  0.27287  3.38494  0.306
Co  -1.34124  -3.36174  0.45033  -0.059
Cl  0.78147  -3.17269  1.30464  -0.660
Cl  -3.16281  -2.06214  -0.05431  -0.616
C  -1.27811  -4.72417  -0.77628  -0.952
H  -1.44949  -5.77366  -0.51913  0.350
C  -0.84646  -4.49567  -2.14562  1.113
C  -0.36328  -5.58148  -2.90634  -0.531
C  0.10251  -5.39187  -4.20284  -0.483
C  0.08537  -4.11653  -4.77266  -0.422
C  -0.40689  -3.03265  -4.03923  -0.678
C  -0.87077  -3.21680  -2.74276  0.204
H  -0.34839  -6.57238  -2.45860  0.310
H  0.47695  -6.23758  -4.77310  0.338
H  -0.43755  -2.04333  -4.48683  0.378
H  -1.29151  -2.37954  -2.19033  0.104
H  0.44449  -3.96886  -5.78715  0.351
S  -2.51331  -5.97576  3.76834  -0.222
C  -3.86090  -5.65939  2.81595  -0.219
C  -3.46683  -4.82028  1.78326  -0.625
N  -2.15310  -4.46310  1.80668  0.341
C  -1.48179  -5.03604  2.83171  -0.070
H  -4.85772  -6.04958  2.97064  0.409
H  -4.14846  -4.47893  1.01747  0.350
H  -0.42680  -4.90964  3.01944  0.366

This record from the OMol25 dataset describes 3 unconnected molecules or ions with the total composition C28H42F2NO8. The level of theory is ωB97M-V/def2-TZVPD.

Properties
gap between HOMO and LUMO	7.15	eV
charge	+1

Last column: Mulliken charge in e.
Geometry (Å):
C  4.76597  -5.49361  1.26179  -0.805
C  5.21886  -4.19168  2.09264  -0.107
O  5.38926  -2.98621  1.30516  -0.430
C  4.19833  -2.62394  0.58456  -0.430
C  2.92569  -2.29420  1.50064  -0.069
C  1.47327  -2.53097  0.79073  -0.033
C  1.18044  -3.96194  0.12653  -0.011
C  0.05671  -4.68271  1.02593  0.027
C  0.37789  -4.77353  2.56427  -0.238
C  -0.62402  -5.42142  3.57669  -0.684
C  -1.97727  -5.96084  3.05146  -0.493
C  -2.28639  -5.86924  1.53132  -0.449
C  -1.29031  -5.23910  0.49046  0.556
C  -1.67199  -5.14250  -1.05696  -1.175
C  1.47499  -1.20216  -0.10927  -0.476
C  0.05580  -0.54893  -0.53987  0.361
C  -0.64487  -1.33517  -1.77572  -1.080
F  -0.86433  -0.44826  0.58571  -0.394
C  1.92560  -0.18166  1.08687  0.257
F  1.53464  1.17838  1.17125  -0.278
N  2.70470  -0.85721  1.93671  0.685
C  3.27283  -0.26084  3.18328  -0.981
C  2.14003  -0.46328  4.33195  0.229
C  0.93964  0.63831  4.20380  -1.152
O  1.50160  -1.76018  4.27150  -0.465
H  5.52150  -6.33914  1.44559  0.331
H  4.70937  -5.33266  0.12929  0.260
H  3.76113  -5.85466  1.70987  0.163
H  6.26237  -4.43379  2.52824  0.424
H  4.54031  -4.05702  3.01626  0.162
H  4.45315  -1.64503  0.01996  0.309
H  3.88373  -3.36876  -0.22776  0.245
H  2.81999  -2.94025  2.43392  -0.104
H  0.68288  -2.26251  1.59208  0.578
H  2.14722  -4.58352  0.25271  -0.081
H  0.92441  -3.91591  -0.98207  0.483
H  1.34959  -4.38241  3.01070  0.122
H  -0.36010  -5.46038  4.68858  0.366
H  -2.71444  -6.40077  3.79737  0.333
H  -3.28131  -6.23997  1.09860  0.330
H  -2.01570  -6.17173  -1.41658  0.416
H  -2.52273  -4.36520  -1.14586  0.249
H  -0.78672  -4.82586  -1.70560  0.255
H  2.18053  -1.13644  -1.00510  0.247
H  0.18404  0.53689  -0.91220  0.264
H  -0.21799  -2.37924  -1.93111  0.230
H  -0.56591  -0.68477  -2.72456  0.366
H  -1.77156  -1.39715  -1.54350  0.291
H  4.17541  -0.91974  3.47648  0.315
H  3.57070  0.83487  3.04954  0.442
H  2.60169  -0.37681  5.38565  0.356
H  1.34035  1.64045  3.83840  0.271
H  0.09016  0.22899  3.54051  0.309
H  0.51446  0.73679  5.27312  0.390
H  0.53494  -1.69961  4.42070  0.309
C  -1.49780  3.44720  -0.64772  -1.556
C  -2.28936  3.06053  -1.87862  0.776
C  -2.06145  3.96910  -3.05077  -0.276
O  -3.29015  3.87182  -3.76103  -0.368
C  -4.24726  3.55334  -2.84330  0.659
O  -5.42378  3.57931  -3.05704  -0.536
O  -3.68647  3.20575  -1.64780  -0.401
H  -0.42603  3.47915  -0.85776  0.358
H  -1.81442  4.42174  -0.26599  0.423
H  -1.67385  2.72616  0.15554  0.342
H  -2.09451  2.01339  -2.13968  0.114
H  -1.22899  3.63940  -3.67543  0.333
H  -1.90352  5.01446  -2.76870  0.226
C  -4.63801  9.16730  -4.25041  -1.459
C  -3.46832  8.22962  -4.45717  0.409
C  -3.16936  7.36817  -3.26597  -0.212
O  -1.77483  7.12922  -3.39857  -0.317
C  -1.26168  8.18758  -4.09191  0.566
O  -0.09262  8.40842  -4.21850  -0.547
O  -2.25489  8.95970  -4.61619  -0.333
H  -5.54403  8.61893  -3.98375  0.385
H  -4.42141  9.89966  -3.46749  0.365
H  -4.83151  9.73583  -5.16350  0.360
H  -3.62282  7.62628  -5.35859  0.257
H  -3.72407  6.42788  -3.28583  0.170
H  -3.34746  7.86826  -2.30854  0.263

This record from the OMol25 dataset describes a gas-phase ion, C28H42N (charge +1). The level of theory is ωB97M-V/def2-TZVPD.

Properties
energy above the lowest of the compared OMol25 structures with the same formula, charge and spin	0.00	kJ/mol
SMILES	Cc1cc(C)c([C@H](C)C[C@H](c2c(C)cc(C)cc2C)[N@H+]2CCCC2(C)C)c(C)c1
gap between HOMO and LUMO	9.63	eV
charge	+1

Last column: Mulliken charge in e.
Geometry (Å):
C  -5.08708  2.31180  2.27718  -1.416
C  -4.16096  1.30332  1.62847  0.502
C  -3.51212  0.31673  2.40189  -0.549
C  -2.55852  -0.55105  1.86253  0.936
C  -2.12492  -1.71305  2.71684  -1.602
C  -2.16694  -0.38229  0.50899  1.858
C  -1.07974  -1.19574  -0.18202  -0.397
C  -1.57269  -2.54426  -0.68159  -1.350
C  0.21425  -1.36003  0.66580  -2.282
C  0.80053  0.03892  0.93982  0.560
C  2.26673  0.03982  0.71909  1.048
C  2.78120  1.25413  0.21900  0.735
C  1.88012  2.24123  -0.43531  -0.907
C  4.19527  1.48757  0.27823  -1.104
C  5.00556  0.50506  0.85699  0.586
C  6.43458  0.85282  1.18101  -1.536
C  4.48823  -0.74387  1.19617  -1.360
C  3.10058  -1.03111  1.15972  0.689
C  2.65612  -2.38731  1.65324  -1.200
C  -2.93755  0.47040  -0.31865  0.638
C  -2.76129  0.41330  -1.81703  -1.680
C  -3.87516  1.31925  0.24137  -1.147
H  -5.53656  2.96677  1.51036  0.392
H  -5.89800  1.79268  2.81953  0.356
H  -4.54960  2.95314  3.00392  0.294
H  -3.81132  0.22893  3.47357  0.387
H  -2.15664  -2.66950  2.19194  0.298
H  -1.11547  -1.59738  3.15233  0.111
H  -2.78735  -1.80666  3.59101  0.495
H  -0.76512  -0.61259  -1.06994  0.222
H  -2.46563  -2.44003  -1.31699  0.338
H  -0.77740  -3.04217  -1.26478  0.422
H  -1.82311  -3.17613  0.18202  0.221
H  0.02763  -1.90081  1.59085  0.668
H  0.83526  -1.99642  0.01484  0.631
H  0.30123  0.80224  0.31487  0.028
H  2.43204  2.97644  -1.05165  0.540
H  1.10640  1.76979  -1.10838  0.102
H  1.34472  2.84076  0.35674  -0.001
H  4.60757  2.38600  -0.14148  0.511
H  6.94306  -0.01303  1.60952  0.373
H  6.93229  1.10432  0.24484  0.365
H  6.55800  1.70602  1.86814  0.315
H  5.16859  -1.53500  1.53091  0.298
H  3.52702  -2.93940  2.01922  0.507
H  1.96772  -2.29976  2.51589  0.219
H  2.19502  -3.03964  0.87873  0.295
H  -3.49677  1.05225  -2.32386  0.460
H  -1.76984  0.77116  -2.12807  0.291
H  -2.88747  -0.60541  -2.21355  0.223
H  -4.42531  2.04126  -0.40023  0.314
C  -0.96674  1.57878  3.96983  -1.281
C  -0.16516  2.00243  2.72446  1.269
C  -1.07947  2.60187  1.71746  -1.527
C  1.07507  2.77493  3.04930  -0.608
C  2.00045  1.77491  3.73879  -0.860
C  1.41890  0.35123  3.40576  -0.353
N  0.37287  0.57018  2.34751  0.783
H  -1.32821  2.43255  4.56727  0.429
H  -1.85281  0.97714  3.62762  0.192
H  -0.36774  0.89836  4.62492  0.274
H  -1.73915  3.33220  2.21056  0.431
H  -0.57839  3.16265  0.93893  0.363
H  -1.72655  1.85327  1.23993  0.022
H  1.54059  3.08849  2.10171  0.169
H  0.86062  3.67395  3.61323  0.599
H  3.05176  1.92042  3.44412  0.444
H  1.88645  1.95578  4.83859  0.307
H  2.26084  -0.27570  3.05633  0.239
H  0.97658  -0.18492  4.26666  0.388
H  -0.39310  -0.07695  2.61865  -0.978

What is the formula in the second record? C28H42F2NO8